[1]
Here is a molecular structure, C22H37ClN3O6Sm at a distorted geometry from OMol25. Energies are from ωB97M-V/def2-TZVPD.

Molecular weight: 625.37 g mol⁻¹
Gap between HOMO and LUMO (spin up / spin down): 4.03 / 4.02 eV
2S+1: 6
HOMO (spin up / spin down): -4.16 / -4.15 eV

```
70
Properties=species:S:1:pos:R:3:lowdin_charge:R:1
O 2.27866 -0.21958 -3.60658 -0.020
C 1.46781 0.17589 -4.44952 -0.169
C 0.80115 1.48736 -4.40735 -0.187
C 1.18789 2.46827 -3.47594 -0.005
H 1.76474 2.15857 -2.59979 0.092
C 0.92584 3.80565 -3.75349 -0.058
H 1.33756 4.57901 -3.09655 0.111
C 0.18592 4.14761 -4.89944 -0.060
H 0.06466 5.19770 -5.17264 0.106
C -0.42507 3.14431 -5.66926 -0.069
H -1.11834 3.40070 -6.47472 0.108
C -0.10422 1.81464 -5.42622 -0.033
H -0.51432 0.99997 -6.02497 0.116
H 1.14598 -0.46592 -5.30613 0.130
C -2.61552 -1.42951 -2.05517 -0.202
C -2.46224 -0.12958 -1.37300 -0.517
H -3.18790 -1.37132 -2.99622 0.069
H -3.08443 -2.19464 -1.42281 0.052
H -1.63293 -1.83508 -2.33390 0.032
C -2.92482 1.05918 -1.72754 -0.304
C -4.33052 1.58412 -1.90220 -0.104
H -2.23141 1.83400 -2.13016 0.048
H -4.40492 2.12361 -2.85798 0.059
H -4.64416 2.28908 -1.11747 0.071
H -5.07747 0.78076 -1.90896 0.062
Sm -0.90479 -0.21084 0.27875 1.393
Cl -3.21131 -0.40705 1.49324 -0.133
C -0.83337 0.44925 3.41656 -0.346
O -0.20943 -0.27552 2.58901 -0.202
N -1.03336 0.14018 4.69088 -0.175
C -0.57108 -1.12534 5.24411 -0.024
C -1.90190 0.95378 5.53088 -0.036
H -1.30851 1.37909 3.07043 0.120
H 0.07963 -1.62098 4.52112 0.088
H -1.43357 -1.76015 5.48470 0.099
H -0.03659 -0.92812 6.17869 0.090
H -2.19918 1.84463 4.97020 0.094
H -1.36977 1.25082 6.44148 0.089
H -2.79454 0.38558 5.82279 0.097
H 5.21785 1.68183 -1.58966 0.092
H 4.47165 2.43418 0.59779 0.090
C 4.16320 1.75572 -1.88395 -0.049
C 3.41106 2.22139 0.42456 -0.019
N 3.30891 1.38313 -0.76352 -0.177
H 3.95108 1.09988 -2.73199 0.076
C 2.46084 0.35170 -0.81672 -0.273
O 1.42542 0.26480 -0.11037 -0.135
H 2.98317 1.72043 1.29555 0.098
H 2.72057 -0.43419 -1.53952 0.121
H 3.95187 2.79794 -2.16513 0.096
H 2.90612 3.18416 0.26295 0.095
H 0.07103 -5.75816 0.53745 0.100
H 2.24807 -5.62621 -1.07477 0.098
C -0.40477 -5.18981 -0.27069 -0.008
C 1.60215 -5.01854 -1.72214 -0.033
N 0.57918 -4.34326 -0.93695 -0.170
H -1.22861 -4.59692 0.12934 0.099
C 0.58934 -3.02646 -0.81657 -0.235
O -0.29139 -2.38090 -0.17266 -0.171
H 2.19642 -4.25554 -2.23336 0.091
H 1.41289 -2.50949 -1.32981 0.142
H -0.78040 -5.91600 -0.99748 0.095
H 1.12332 -5.68054 -2.45324 0.096
C -0.83191 4.80456 0.03209 -0.062
O -1.22576 3.73046 -0.87221 -0.103
C -1.16379 2.50086 -0.48544 -0.470
O -0.65379 2.15026 0.58835 -0.196
H 0.25030 4.76411 0.18246 0.069
H -1.38544 4.72375 0.97179 0.081
H -1.11272 5.70664 -0.50777 0.076
```

[2]
Here is a molecular structure, C22H37KNO15 at a distorted geometry from OMol25. Energies are from ωB97M-V/def2-TZVPD.

Molecular weight: 594.63 g mol⁻¹
Gap between HOMO and LUMO: 9.75 eV
Total charge: +1
HOMO: -11.65 eV

```
76
Properties=species:S:1:pos:R:3:lowdin_charge:R:1
K -0.93283 0.56838 -0.33426 0.815
C -0.47283 -3.44562 -5.60626 0.024
C 0.14217 -2.50962 -4.50426 -0.304
C 0.54417 -1.16562 -5.01726 -0.053
O -0.38683 -0.29562 -4.36426 0.145
C -1.12483 -0.96862 -3.58326 -0.670
O -1.88783 -0.40462 -2.84926 0.117
O -0.81683 -2.22562 -3.54426 0.113
H 0.20117 -3.57662 -6.43126 0.079
H -1.44883 -3.00162 -5.85926 0.106
H -0.64983 -4.43362 -5.18826 0.083
H 0.99017 -2.95362 -3.99826 0.133
H 0.52017 -1.10062 -6.08226 0.132
H 1.58617 -0.97862 -4.79326 0.124
C 5.13717 -1.90062 -2.41626 -0.017
C 3.72817 -2.22362 -2.97326 -0.278
C 3.17417 -3.48462 -2.30226 -0.139
O 2.08817 -3.13762 -1.54326 0.133
C 1.85917 -1.86362 -1.70726 -0.564
O 0.97617 -1.25162 -1.14726 0.080
O 2.78617 -1.25762 -2.47726 0.091
H 5.84217 -2.78862 -2.61826 0.120
H 5.16317 -1.67162 -1.35126 0.088
H 5.54717 -0.99462 -2.91126 0.090
H 3.72717 -2.41462 -4.02126 0.139
H 3.92917 -3.98162 -1.69126 0.139
H 3.00317 -4.23662 -3.03626 0.125
C -0.10683 0.87238 6.47774 -0.012
C -0.14583 0.14438 5.13774 -0.304
C -1.23883 -0.93562 5.06174 -0.118
O -1.86383 -0.65462 3.89274 0.095
C -1.44583 0.51638 3.39674 -0.580
O -1.86683 1.03238 2.40074 0.113
O -0.49683 1.02738 4.10374 0.116
H 0.12117 0.21538 7.29874 0.089
H -1.06783 1.32538 6.66074 0.088
H 0.58617 1.73138 6.53874 0.087
H 0.85017 -0.26962 4.92774 0.147
H -1.90783 -0.97862 5.90874 0.137
H -0.74083 -1.92862 5.05274 0.151
C -2.42083 -3.00262 -1.10426 0.019
O -3.23683 -2.83362 0.09774 0.044
C -3.63783 -1.70962 0.58374 -0.500
O -3.26383 -0.50862 -0.02326 -0.147
O -4.27483 -1.82462 1.66974 0.071
C -4.64783 -0.64762 2.32974 -0.035
H -2.92483 -2.50662 -1.90926 0.080
H -2.21983 -3.97662 -1.45826 0.084
H -1.44683 -2.45062 -0.99426 0.093
H -4.17083 0.33938 2.05474 0.113
H -4.39683 -0.81062 3.38074 0.092
H -5.70883 -0.57562 2.25374 0.093
C -1.51383 4.62238 0.49574 -0.014
O -1.38983 4.76038 -0.92926 0.050
C -1.80683 3.82638 -1.73726 -0.359
O -2.24383 2.57638 -1.31626 -0.148
O -1.79183 4.04438 -3.10726 -0.013
C -1.98883 3.02738 -3.99426 -0.095
H -1.85183 3.63538 0.81174 0.088
H -2.09683 5.39738 0.97974 0.105
H -0.56983 4.81138 0.85574 0.044
H -1.18283 2.29938 -4.04226 0.084
H -2.17883 3.44838 -5.01626 0.115
H -2.92983 2.49938 -3.72026 0.110
C 3.15017 1.53838 3.98174 -0.095
C 3.23317 2.92938 3.32274 -0.215
C 1.78717 3.45738 3.10974 -0.162
C 1.13317 2.94438 1.91674 -0.163
N 0.63617 2.53138 0.95074 0.158
H 4.05117 1.13438 4.35174 0.061
H 2.78117 0.84438 3.29274 0.050
H 2.38317 1.48538 4.80374 0.071
H 3.94517 2.84038 2.47974 0.122
H 3.77117 3.63438 3.95274 0.104
H 1.90617 4.53038 3.14174 0.116
H 1.21617 3.28938 4.02874 0.116
```

[3]
Here is a single C22H37N3O3 molecule from OMol25. Energies are from ωB97M-V/def2-TZVPD.

SMILES: CCC(CC)(CC)C(=O)N1C[C@H]2ON=C(CNC(=O)C3CCCCCC3)[C@@H]2C1
Molecular weight: 391.56 g mol⁻¹
Gap between HOMO and LUMO: 9.94 eV
HOMO: -9.36 eV

```
65
Properties=species:S:1:pos:R:3:lowdin_charge:R:1
C -1.96427 2.09552 -1.45539 -0.082
C -0.63397 2.01166 -0.71128 -0.190
C 0.53690 1.47732 -1.56161 -0.370
C 0.18041 0.10462 -2.16856 -0.201
C -0.30418 -0.95392 -1.18395 -0.083
C 0.84768 2.44961 -2.73002 -0.187
C 2.25849 2.33660 -3.30001 -0.069
C 1.80298 1.28208 -0.69982 -0.407
O 2.44240 0.24170 -0.75172 0.066
N 2.23911 2.26628 0.14300 0.007
C 3.48307 1.97396 0.90483 -0.047
C 3.59471 3.27182 1.66641 -0.296
O 4.79721 3.81517 2.19340 -0.050
N 4.55510 5.21527 2.21078 0.141
C 3.59637 5.49447 1.41145 -0.220
C 3.15648 6.90466 1.18109 -0.095
N 3.26312 7.24268 -0.22607 0.088
C 2.22336 7.03840 -1.08066 -0.467
O 1.13757 6.64306 -0.68805 0.067
C 2.52651 7.25024 -2.55309 -0.241
C 2.75417 5.85470 -3.16106 -0.152
C 3.35310 5.89256 -4.56806 -0.193
C 2.32873 5.96106 -5.70320 -0.203
C 1.12938 6.87814 -5.44588 -0.201
C 1.45218 8.18633 -4.71746 -0.191
C 1.40052 8.05960 -3.19485 -0.156
C 3.18584 4.28052 0.63613 -0.183
C 1.86167 3.70468 0.18653 -0.079
H -2.72456 2.54156 -0.81334 0.077
H -1.88542 2.71882 -2.34761 0.075
H -2.32662 1.11472 -1.76249 0.068
H -0.39606 3.00894 -0.34394 0.091
H -0.74994 1.37996 0.17336 0.121
H -0.59065 0.27302 -2.92468 0.109
H 1.05705 -0.27509 -2.69308 0.111
H -0.47664 -1.89666 -1.70514 0.076
H 0.43657 -1.13550 -0.40723 0.073
H -1.24479 -0.67089 -0.70790 0.065
H 0.12712 2.24521 -3.52519 0.114
H 0.65464 3.48053 -2.42213 0.092
H 2.36650 2.96313 -4.18700 0.063
H 3.01268 2.65509 -2.57560 0.075
H 2.49391 1.30984 -3.58128 0.083
H 3.34922 1.08684 1.51826 0.131
H 4.32679 1.80696 0.23116 0.138
H 2.84971 3.27863 2.47667 0.171
H 2.11002 7.01954 1.46191 0.130
H 3.76333 7.58130 1.78013 0.128
H 4.16013 7.50167 -0.59902 0.145
H 3.46673 7.80732 -2.64676 0.142
H 3.43385 5.30559 -2.50081 0.110
H 1.80921 5.30413 -3.15307 0.108
H 4.03315 6.74762 -4.63139 0.109
H 3.97704 5.00896 -4.71986 0.105
H 2.84546 6.28434 -6.61083 0.109
H 1.95487 4.95449 -5.91223 0.102
H 0.65761 7.09796 -6.40594 0.106
H 0.37460 6.34261 -4.86167 0.109
H 2.42393 8.57467 -5.04177 0.116
H 0.71718 8.94084 -5.00563 0.108
H 0.45215 7.59704 -2.90995 0.119
H 1.40282 9.05721 -2.74613 0.122
H 3.88556 4.20324 -0.21059 0.168
H 1.53739 4.06933 -0.78028 0.091
H 1.07188 3.89470 0.91663 0.133
```